# 1
DFT (ωB97M-V/def2-TZVPD) results for 2 unconnected molecules or ions with the total composition C10H14N3 in a non-equilibrium geometry.

The geometry in XYZ format:
```
27
Properties=species:S:1:pos:R:3:forces:R:3:lowdin_charge:R:1
C 1.6708 -0.6704 2.9385 -0.40 1.04 0.56 -0.086
C 1.0892 0.4699 3.4437 -1.29 0.61 3.80 -0.047
C 1.5729 -0.8487 1.6380 -0.11 -1.96 -4.21 -0.032
C 0.2819 1.3250 2.7026 1.26 1.62 -1.89 -0.008
C 0.7158 -0.0790 0.8019 1.48 1.48 -0.30 -0.185
C 0.1939 1.1388 1.2859 -1.11 -0.68 1.27 -0.107
C 0.6055 -0.3508 -0.5806 -4.10 -0.74 -3.27 0.150
C -0.3943 0.3269 -1.4996 3.16 -0.57 2.77 -0.217
C -0.5411 2.0902 0.3246 1.20 -1.00 0.66 -0.040
C -0.9441 1.5219 -0.9887 -1.11 0.13 -1.38 -0.173
N -0.5911 -0.0828 -2.7989 -0.86 0.44 0.18 0.125
N -1.9304 2.2364 -1.6559 1.68 -0.74 1.56 0.183
N 0.0310 -3.4839 -2.1795 -3.10 0.14 1.86 -0.012
H 2.1494 -1.4247 3.4679 1.06 -0.65 1.43 0.106
H 1.1550 0.6018 4.6005 -0.11 0.12 -2.28 0.156
H 2.1666 -1.6678 1.1522 -0.90 0.65 0.42 0.145
H 0.0064 2.3311 3.0701 -0.21 -0.96 0.24 0.129
H 0.8082 -1.3913 -0.9910 0.59 1.44 0.57 0.116
H -1.4188 2.5311 0.7304 -0.82 0.11 0.94 0.122
H 0.1251 2.9574 0.2503 0.20 -0.02 -0.58 0.165
H -1.5051 0.1786 -3.1614 0.47 -0.18 -0.18 0.097
H -0.3530 -1.0346 -3.0230 0.10 -0.37 0.19 0.074
H -2.6148 1.8470 -2.2846 0.32 -0.11 -0.17 0.120
H -2.2367 3.0176 -1.1023 -0.49 0.21 -0.33 0.110
H 0.9191 -3.9061 -2.1760 1.18 -1.00 -1.18 -0.013
H -0.7275 -3.9200 -2.7976 2.08 0.40 1.19 0.067
H -0.2339 -3.7139 -1.1676 -0.17 0.57 -1.88 0.054
```
Forces are in eV/Å.

Summary:
**Net charge**: +1
**Largest force on an atom**: 0.1031 Eh/bohr
**E_tot**: -15059.8472 eV
**Spin multiplicity**: 1
**HOMO-LUMO gap (spin up / spin down)**: 6.36 / 6.56 eV
**HOMO level (spin up / spin down)**: -11.46 / -11.63 eV
**Energy relative to the best compared isomer or geometry (same formula, charge and spin)**: 36.14 kcal per mole

# 2
DFT (ωB97M-V/def2-TZVPD) results for a molecular structure, C10H14N3NiO5 in a non-equilibrium geometry.

The geometry in XYZ format:
```
33
Properties=species:S:1:pos:R:3:forces:R:3:lowdin_charge:R:1
O 2.4816 2.2792 1.9054 -3.09 0.33 -1.68 0.203
C 1.4966 2.2799 1.3029 4.52 -1.46 3.10 -0.042
Ni 0.3699 2.2443 -0.2480 -0.37 -1.61 -0.55 -0.021
O -2.2718 2.4815 1.1339 3.05 -0.95 -1.19 0.193
C -1.2359 2.1839 0.7216 -4.94 0.64 2.51 -0.030
C -0.6573 2.5381 -1.8356 -1.63 -0.21 -5.25 0.001
O -1.0324 2.5483 -2.9254 1.10 0.07 3.57 0.219
C 2.1198 2.5667 -1.5652 0.47 -0.73 0.61 -0.183
O 2.2382 2.7546 -2.7230 0.18 -0.08 0.54 0.089
C 0.7674 3.9638 -0.1628 0.03 6.35 -0.18 -0.172
O 0.8549 5.1142 -0.2263 0.12 -2.80 -0.01 0.222
H 2.8722 2.2286 -0.7684 0.34 0.33 -1.40 0.098
C 0.2899 -2.1697 -2.1026 -0.14 -0.07 -0.14 -0.038
N -0.2266 -2.0430 -0.7487 0.10 0.38 0.33 -0.128
C -0.5282 -3.2857 -0.0415 -0.17 0.00 0.40 -0.020
C -0.1119 -0.8386 -0.1154 -0.26 -0.92 -0.14 -0.388
N 0.4219 0.1767 -0.7404 0.19 0.15 0.03 0.126
N -0.6137 -0.7257 1.1901 0.09 0.26 -0.37 -0.193
C -1.9938 -1.0733 1.4965 -0.02 -0.23 -0.15 -0.068
C 0.2530 -0.5770 2.3523 0.08 -0.03 -0.16 -0.057
H 0.1756 -3.2106 -2.4150 0.03 0.37 -0.10 0.097
H 1.3518 -1.8998 -2.1519 -0.04 -0.14 -0.01 0.103
H -0.2662 -1.5205 -2.7863 0.02 -0.15 -0.06 0.102
H 0.0674 -3.3758 0.8743 -0.08 -0.01 -0.18 0.102
H -1.5874 -3.3408 0.2309 0.19 -0.10 -0.11 0.083
H -0.2908 -4.1214 -0.7048 -0.08 0.18 0.29 0.093
H 0.7175 -0.0854 -1.6825 0.15 0.25 0.50 0.057
H -2.0536 -2.0121 2.0664 -0.09 0.14 -0.14 0.091
H -2.4619 -0.2870 2.1018 0.15 -0.06 -0.07 0.087
H -2.5727 -1.1625 0.5714 0.10 -0.06 0.18 0.104
H 1.3015 -0.5251 2.0454 -0.16 -0.06 0.05 0.092
H 0.0072 0.3293 2.9190 0.00 -0.05 -0.03 0.082
H 0.1179 -1.4352 3.0319 0.14 0.21 -0.20 0.099
```
Forces are in eV/Å.

Summary:
**Net charge**: +1
**Expectation value of S²**: 2.028
**Largest force on an atom**: 0.1236 Eh/bohr
**E_tot**: -66337.5957 eV
**Spin multiplicity**: 3
**HOMO-LUMO gap (spin up / spin down)**: 7.10 / 8.42 eV
**HOMO level (spin up / spin down)**: -10.85 / -12.45 eV
**Energy relative to the best compared isomer or geometry (same formula, charge and spin)**: 0.00 kcal per mole

# 3
DFT (ωB97M-V/def2-TZVPD) results for a molecular structure, C10H14N3O5Os in a non-equilibrium geometry.

The geometry in XYZ format:
```
33
Properties=species:S:1:pos:R:3:forces:R:3:lowdin_charge:R:1
O -2.4684 -3.2261 -5.9550 1.15 0.93 2.83 0.120
C -2.0487 -2.8892 -4.9481 -1.10 -0.91 -2.75 0.051
Os -0.6271 -1.5132 -1.6408 -2.02 -1.00 -0.55 1.305
C -2.0428 -1.0219 -0.3488 -3.04 2.33 4.36 -0.200
O -2.8056 -0.6561 0.4471 2.50 -1.59 -3.17 0.223
C 1.2096 -1.7291 -2.2871 6.89 -0.04 -1.59 -0.242
O 2.2923 -1.8325 -2.6843 -4.18 0.18 1.21 0.247
C -1.2121 -0.1383 -2.8389 -1.40 5.61 -4.83 -0.231
O -1.4864 0.7131 -3.5755 0.81 -3.43 2.85 0.260
C -0.9669 -3.3664 -1.2951 -0.46 -7.82 1.64 -0.201
O -1.0925 -4.4984 -1.0595 0.31 5.02 -1.16 0.278
H -0.4039 -2.2820 -3.1983 -0.06 0.39 0.45 0.081
C 0.0902 3.1079 0.0685 -0.80 0.24 0.05 0.044
N 0.3663 2.1218 1.0968 0.95 1.27 0.06 0.010
C 0.8980 2.6585 2.3406 0.18 0.62 0.12 0.044
C 0.5353 0.8186 0.7072 -0.14 -1.31 -0.25 -0.387
N 0.5238 0.4811 -0.5574 0.36 0.49 -0.14 0.081
N 0.6968 -0.1152 1.6832 -0.56 0.81 -0.73 -0.052
C 0.1887 0.0622 3.0338 -0.23 -0.29 1.01 0.016
C 1.0582 -1.4410 1.2480 0.31 -0.46 0.14 0.010
H -0.1221 4.0629 0.5520 -0.02 -0.13 -0.16 0.133
H -0.7740 2.7753 -0.5122 0.03 0.15 -0.02 0.124
H 0.9438 3.2481 -0.6118 0.12 -0.08 0.20 0.153
H 0.1464 2.5873 3.1340 0.10 0.10 -0.01 0.135
H 1.8296 2.1606 2.6283 -0.25 -0.08 0.01 0.139
H 1.1041 3.7137 2.1624 -0.01 -0.08 0.16 0.128
H 0.5848 1.2905 -1.1871 0.04 -0.60 0.25 0.076
H -0.7577 0.6171 3.0439 0.28 -0.09 -0.02 0.125
H -0.0004 -0.9244 3.4550 -0.04 0.07 -0.05 0.121
H 0.9196 0.5445 3.6954 -0.13 -0.20 -0.19 0.122
H 0.3104 -1.8280 0.5188 0.37 0.06 0.53 0.025
H 2.0408 -1.4068 0.7646 -0.11 -0.11 0.01 0.135
H 1.0697 -2.0946 2.1201 0.12 -0.06 -0.24 0.129
```
Forces are in eV/Å.

Summary:
**Net charge**: +3
**Expectation value of S²**: 6.039
**Largest force on an atom**: 0.1556 Eh/bohr
**E_tot**: -27735.0878 eV
**Spin multiplicity**: 5
**HOMO-LUMO gap (spin up / spin down)**: 7.66 / 5.22 eV
**HOMO level (spin up / spin down)**: -18.83 / -20.53 eV
**Energy relative to the best compared isomer or geometry (same formula, charge and spin)**: 0.00 kcal per mole

# 4
DFT (ωB97M-V/def2-TZVPD) results for a gas-phase ion, C10H14N4O (charge +2) in a non-equilibrium geometry.

The geometry in XYZ format:
```
29
Properties=species:S:1:pos:R:3:forces:R:3:lowdin_charge:R:1
N -0.8984 2.2652 1.3334 -1.15 -2.10 -0.40 0.311
C -0.2091 1.2584 1.6931 2.12 -1.93 0.10 -0.323
N 0.9787 1.3484 2.2488 2.93 1.21 0.79 0.228
C -0.7911 -0.1028 1.3428 2.10 -0.42 1.06 -0.162
C -2.0093 -0.3930 2.1856 -1.52 -0.79 -1.54 -0.058
C -3.1531 -0.2014 1.1099 -3.70 -0.46 4.36 -0.225
N -2.6464 -0.0173 -0.1251 5.07 0.49 -3.82 0.165
C -1.3468 -0.0448 -0.0638 -1.15 -0.53 -0.83 -0.189
O -0.4592 0.1706 -1.1964 -1.65 0.65 0.94 0.096
C 0.7086 -0.3729 -1.5904 -1.14 -1.53 0.85 -0.241
C 1.2407 -1.6118 -1.1722 -1.91 1.01 0.29 0.069
C 2.3642 -2.0042 -1.8611 -0.24 -0.08 0.48 0.003
C 2.9429 -1.2286 -2.8425 0.27 0.38 -0.77 0.002
C 2.3121 -0.0883 -3.2906 2.07 -0.77 1.28 0.014
N 1.2447 0.3173 -2.6037 -1.41 1.99 -0.16 0.172
H -1.7454 2.0539 0.8980 -1.69 0.08 -0.86 0.126
H -0.6756 3.1628 1.4474 1.19 4.35 0.73 0.116
H 1.6060 0.5538 2.4470 -1.22 0.15 -0.26 0.154
H 1.5825 2.2306 2.4101 -2.10 -1.43 -0.41 0.201
H -0.0131 -0.8881 1.5694 -0.61 0.86 -0.66 0.166
H -2.2690 0.3100 2.9132 0.39 1.02 1.56 0.106
H -1.9725 -1.3972 2.6244 -0.15 0.34 -0.23 0.141
H -3.8178 -1.0647 1.1414 0.18 -0.47 -0.41 0.137
H -4.0059 0.5480 1.4030 1.94 -0.56 -0.59 0.178
H 0.6133 -2.1719 -0.4094 1.37 0.46 -1.11 0.161
H 2.8503 -2.9156 -1.6630 0.37 -1.10 0.56 0.126
H 3.9260 -1.5220 -3.2032 -0.40 0.10 -0.37 0.143
H 2.8669 0.5652 -3.9331 -0.58 0.47 -0.63 0.154
H 0.7755 1.2404 -2.8130 0.63 -1.39 0.05 0.231
```
Forces are in eV/Å.

Summary:
**SMILES string**: NC(=[NH2+])[C@H]1CCN=C1Oc1cccc[nH+]1
**Net charge**: +2
**Largest force on an atom**: 0.1238 Eh/bohr
**E_tot**: -18587.8296 eV
**Spin multiplicity**: 1
**HOMO-LUMO gap**: 9.66 eV
**HOMO level**: -16.80 eV
**Energy relative to the best compared isomer or geometry (same formula, charge and spin)**: 8.72 kcal per mole

# 5
DFT (ωB97M-V/def2-TZVPD) results for C10H14N4O4S2 in the gas phase in a non-equilibrium geometry.

The geometry in XYZ format:
```
34
Properties=species:S:1:pos:R:3:forces:R:3:lowdin_charge:R:1
O -4.1939 -1.6781 0.6963 0.06 -0.08 0.09 0.084
C -5.3016 -1.2453 0.5341 0.29 -0.02 0.22 -0.626
O -6.3473 -2.0053 0.2080 -0.74 -0.25 -0.18 0.106
C -5.6829 0.2109 0.6191 0.27 0.01 -0.53 -0.364
S -5.3044 0.9569 -1.0153 -0.54 0.07 0.14 0.944
C -3.5710 0.8655 -1.0062 0.62 0.03 0.91 -0.919
N -2.8937 0.7647 -2.0967 -1.62 -0.12 -0.43 -0.067
N -1.5825 0.7790 -1.9138 1.88 0.05 0.06 -0.001
C -1.2432 0.8889 -0.6718 -1.04 0.18 0.54 -0.572
N 0.0483 0.9165 -0.2344 0.34 -0.04 -0.10 0.115
C 0.3714 1.0526 1.0838 0.37 -0.03 -0.32 -0.469
O -0.4647 1.1714 1.9500 0.05 0.06 0.40 0.011
C 1.8704 1.0786 1.3230 0.10 -0.04 0.09 -0.095
N 2.5777 0.3971 0.2565 0.09 0.09 0.16 -0.198
C 2.5092 -1.0523 0.3986 0.15 -0.22 -0.29 -0.154
C 3.1540 -1.7003 -0.8270 -0.31 -0.11 0.21 -0.190
O 4.4927 -1.2914 -0.9743 0.12 -0.09 0.06 -0.127
C 4.5745 0.1084 -1.0881 0.07 0.36 0.16 -0.195
C 3.9696 0.8040 0.1330 0.16 -0.11 -0.33 -0.160
S -2.5749 1.0012 0.4497 -0.19 0.00 -1.14 1.117
H -6.0815 -2.9320 0.0949 0.25 0.23 0.07 0.137
H -6.7552 0.3257 0.7567 0.06 0.08 0.04 0.087
H -5.1174 0.7340 1.3876 -0.14 -0.14 0.08 0.068
H 0.8039 0.8042 -0.9022 -0.05 0.00 0.09 0.150
H 2.0738 0.6642 2.3229 -0.08 0.05 -0.10 0.141
H 2.1702 2.1317 1.3345 -0.02 -0.06 0.03 0.139
H 1.4642 -1.3594 0.4722 0.00 -0.05 0.01 0.129
H 3.0396 -1.3859 1.3063 -0.07 0.03 -0.02 0.135
H 3.1738 -2.7858 -0.7223 -0.08 0.06 -0.02 0.129
H 2.5784 -1.4306 -1.7258 0.02 -0.06 0.07 0.129
H 5.6346 0.3483 -1.1809 -0.08 0.05 -0.02 0.127
H 4.0431 0.4424 -1.9924 0.06 0.01 0.07 0.128
H 4.0132 1.8863 -0.0054 0.04 -0.01 0.02 0.127
H 4.5518 0.5338 1.0294 -0.03 0.04 -0.03 0.133
```
Forces are in eV/Å.

Summary:
**SMILES string**: O=C(O)CSc1nnc(NC(=O)CN2CCOCC2)s1
**Net charge**: 0
**Largest force on an atom**: 0.0367 Eh/bohr
**E_tot**: -46417.7827 eV
**Spin multiplicity**: 1
**HOMO-LUMO gap**: 8.99 eV
**HOMO level**: -8.45 eV
**Energy relative to the best compared isomer or geometry (same formula, charge and spin)**: 0.00 kcal per mole

# 6
DFT (ωB97M-V/def2-TZVPD) results for C10H14N4O5 in the gas phase in a non-equilibrium geometry.

The geometry in XYZ format:
```
33
Properties=species:S:1:pos:R:3:forces:R:3:lowdin_charge:R:1
N -0.7745 3.4609 2.2614 1.77 -0.28 0.16 0.061
C 0.1026 2.8786 1.1886 -2.25 3.33 0.46 -0.280
C 1.5387 2.9255 1.6282 0.52 0.43 0.30 -0.076
C 2.0010 1.8276 2.5230 0.35 -0.02 -0.82 -0.532
O 1.3249 1.0854 3.1800 0.48 -0.05 0.02 0.133
O 3.3590 1.8569 2.4460 0.72 -2.70 1.87 0.066
C -0.4731 1.5924 0.7069 4.65 1.44 -1.58 -0.539
O -1.3059 1.0347 1.2748 -5.01 -2.82 2.84 0.146
N 0.1915 1.0300 -0.3167 0.78 0.07 -0.78 0.111
C 0.1140 -0.3722 -0.5448 -0.02 -1.42 -0.73 -0.204
C -1.2123 -0.6895 -1.3272 0.03 -1.34 -0.81 -0.042
C -1.5200 -2.1501 -1.6988 1.71 -1.65 1.58 -0.197
C -2.4755 -2.8847 -2.3679 -1.38 3.11 -1.96 -0.079
N -2.1027 -4.1724 -2.3575 0.70 -0.89 0.74 0.033
C -1.0095 -4.3303 -1.5996 0.57 2.76 0.90 -0.120
N -0.6371 -3.1038 -1.1227 -0.95 -1.66 -1.46 0.064
C 1.4882 -0.7610 -1.1654 -0.80 1.98 -0.45 -0.499
O 2.2558 0.0961 -1.5737 -0.32 -0.88 0.30 0.080
O 1.7182 -2.0249 -1.1532 0.94 -1.17 -0.04 0.126
H -1.6831 3.7727 1.9995 -0.47 0.00 -0.78 0.060
H -0.9137 2.7624 2.9729 -0.01 -0.27 0.20 0.066
H 0.0082 3.6090 0.3559 0.19 -0.37 0.25 0.159
H 2.2467 3.0343 0.7926 -0.29 -0.15 0.28 0.135
H 1.7137 3.7898 2.3038 -0.42 0.01 -0.72 0.150
H 3.7209 1.0577 2.9822 -0.86 1.93 -1.11 0.173
H 1.0211 1.4582 -0.7326 -0.33 -0.16 0.21 0.139
H 0.0813 -1.0354 0.3551 -0.21 1.11 -0.06 0.169
H -1.9632 -0.4596 -0.6215 -0.91 0.75 0.82 0.094
H -1.3622 -0.0455 -2.1877 0.27 0.16 -0.11 0.123
H -3.3294 -2.5276 -3.0361 1.38 -0.64 1.25 0.146
H -2.5018 -4.9129 -2.8659 -0.76 -0.69 -0.57 0.140
H -0.5223 -5.2842 -1.4536 -0.02 0.25 0.15 0.127
H 0.9004 -2.5175 -0.8459 -0.06 -0.17 -0.37 0.065
```
Forces are in eV/Å.

Summary:
**SMILES string**: N[C@@H](CC(=O)O)C(=O)N[C@@H](Cc1c[nH]cn1)C(=O)O
**Net charge**: 0
**Largest force on an atom**: 0.1248 Eh/bohr
**E_tot**: -26795.6540 eV
**Spin multiplicity**: 1
**HOMO-LUMO gap**: 9.70 eV
**HOMO level**: -9.24 eV
**Energy relative to the best compared isomer or geometry (same formula, charge and spin)**: 39.13 kcal per mole